Entry 1:
A cluster of 20 separate species, C26H84O22 in total in a non-equilibrium geometry, computed with wB97M-V/def2-TZVPD.

ORCA input file:
```
! RIJCOSX wB97M-V def2-TZVPD def2/J DEFGRID3
* xyz 0 1
C 13.282 13.847 6.582
O 13.799 13.845 7.945
H 12.383 14.513 6.549
H 14.095 14.220 5.978
H 13.060 12.821 6.333
H 14.789 14.040 7.900
C 20.559 13.643 10.007
O 19.463 13.470 9.078
H 20.226 13.262 10.941
H 21.395 13.064 9.674
H 20.978 14.635 10.088
H 19.782 13.861 8.229
C 11.442 16.391 17.942
O 11.896 15.025 18.141
H 10.361 16.498 17.863
H 11.717 16.904 18.899
H 12.012 16.839 17.119
H 11.505 14.568 17.364
C 18.904 9.994 13.236
O 18.534 8.862 13.959
H 18.889 9.873 12.149
H 18.264 10.842 13.491
H 19.994 10.163 13.512
H 17.794 8.436 13.520
C 10.017 16.631 11.832
O 10.555 15.408 11.263
H 9.515 17.303 11.186
H 9.254 16.238 12.542
H 10.869 17.197 12.292
H 11.078 15.610 10.493
C 16.077 14.993 18.072
O 15.327 14.946 16.937
H 16.731 15.901 18.130
H 15.342 15.082 18.827
H 16.643 14.048 18.231
H 15.907 14.757 16.187
C 8.828 11.940 14.521
O 9.547 11.271 13.495
H 9.468 12.638 15.093
H 7.888 12.422 14.155
H 8.667 11.146 15.250
H 9.682 11.935 12.820
C 13.007 13.065 11.288
O 13.722 12.586 12.452
H 13.142 14.156 11.187
H 13.364 12.531 10.420
H 11.923 12.982 11.211
H 13.764 13.323 13.074
C 14.441 8.263 12.090
O 15.792 8.636 12.467
H 14.369 7.523 11.305
H 13.948 7.900 12.980
H 13.825 9.097 11.708
H 16.069 9.265 11.790
C 11.214 9.103 15.722
O 11.868 10.207 15.138
H 10.633 8.426 15.128
H 11.946 8.413 16.184
H 10.645 9.568 16.571
H 11.420 10.579 14.395
C 8.968 8.204 11.601
O 8.601 8.195 10.208
H 9.596 7.390 11.964
H 9.606 9.102 11.731
H 8.130 8.247 12.270
H 7.867 7.622 9.966
C 14.794 17.640 14.965
O 13.938 17.403 13.848
H 15.283 16.700 15.290
H 15.499 18.345 14.646
H 14.231 18.149 15.764
H 13.441 16.587 13.960
C 11.671 14.747 14.357
O 13.112 14.591 14.381
H 11.274 13.802 14.674
H 11.392 15.426 15.096
H 11.330 14.998 13.290
H 13.316 14.344 15.283
C 9.005 12.642 10.030
O 9.430 12.995 11.333
H 8.954 11.564 10.020
H 7.996 13.089 9.903
H 9.768 12.990 9.267
H 9.718 13.910 11.356
C 12.483 17.022 8.112
O 12.292 15.835 8.883
H 11.496 17.563 8.102
H 13.217 17.789 8.474
H 12.674 16.783 7.074
H 12.968 15.165 8.613
C 16.269 11.684 9.860
O 15.900 10.971 10.979
H 15.447 12.281 9.469
H 17.093 12.401 9.924
H 16.624 10.931 9.165
H 15.350 11.474 11.525
C 17.737 15.205 6.666
O 16.431 15.371 7.200
H 17.833 14.247 6.164
H 17.956 15.906 5.889
H 18.494 15.214 7.495
H 16.445 16.003 7.940
C 12.588 12.147 17.819
O 12.173 12.541 16.548
H 12.032 11.213 18.146
H 13.646 11.915 17.881
H 12.300 12.828 18.535
H 12.470 11.862 15.961
O 16.464 13.155 14.618
C 16.295 12.056 15.132
O 17.038 11.703 16.176
C 16.492 10.432 16.680
C 15.627 9.838 15.506
C 15.200 11.076 14.805
H 15.778 10.615 17.481
H 17.278 9.818 17.005
H 14.902 9.155 15.869
H 16.349 9.324 14.932
H 14.227 11.537 15.149
H 15.140 11.060 13.702
O 16.213 17.229 9.410
C 16.340 16.520 10.362
O 16.291 15.171 10.304
C 16.574 14.620 11.658
C 17.376 15.709 12.271
C 16.583 16.919 11.789
H 17.109 13.719 11.554
H 15.603 14.427 12.064
H 18.300 15.660 11.764
H 17.568 15.555 13.388
H 17.225 17.785 11.955
H 15.574 17.049 12.244
*
```

Summary:
Lowest unoccupied orbital energy (eV): 0.622
Total energy (a.u.): -2696.009519
ΔE to the lowest compared entry with this formula, charge and spin (kJ/mol): 0.00
Molar mass (g mol⁻¹): 748.9

***

Entry 2:
A structure of composition C26H86B3FO23 in a non-equilibrium geometry, computed with wB97M-V/def2-TZVPD.

ORCA input file:
```
! RIJCOSX wB97M-V def2-TZVPD def2/J DEFGRID3
* xyz 0 1
C 1.502 -0.998 2.201
O 1.775 -1.119 0.813
C 3.060 -0.594 0.505
B 3.026 0.254 -0.825
O 3.958 0.151 -1.861
B 4.486 1.397 -2.147
F 5.522 1.463 -2.985
O 4.038 2.561 -1.564
B 2.821 2.509 -0.871
C 2.252 3.674 0.019
C 0.874 3.267 0.596
C 0.219 4.330 1.485
C -1.112 3.789 2.039
C -2.178 3.427 0.991
O -2.493 2.007 1.018
C -3.819 1.746 1.192
C -4.411 0.740 0.254
O -4.446 2.296 2.039
O 2.128 1.304 -0.923
H 0.485 -1.314 2.451
H 1.581 0.054 2.519
H 2.223 -1.580 2.793
H 3.838 -1.368 0.484
H 3.333 0.142 1.282
H 2.125 4.579 -0.594
H 2.976 3.924 0.808
H 0.238 3.038 -0.268
H 0.996 2.360 1.199
H 0.103 5.288 0.972
H 0.882 4.494 2.344
H -1.553 4.509 2.735
H -0.879 2.872 2.590
H -3.085 4.010 1.153
H -1.845 3.635 -0.031
H -4.745 -0.138 0.818
H -5.270 1.173 -0.262
H -3.667 0.441 -0.484
C -0.658 6.209 -1.617
O -1.603 6.254 -0.551
H 0.015 5.375 -1.425
H -1.149 6.053 -2.580
H -0.076 7.134 -1.653
H -2.184 7.000 -0.723
C -3.069 -2.141 -2.177
O -4.253 -1.366 -2.089
H -2.538 -2.051 -1.230
H -3.302 -3.194 -2.355
H -2.426 -1.780 -2.985
H -4.699 -1.457 -2.937
C -7.186 3.475 -1.785
O -6.232 3.170 -2.806
H -7.573 2.532 -1.405
H -6.706 4.017 -0.965
H -8.001 4.074 -2.191
H -5.893 4.005 -3.139
C 7.843 -0.125 -0.763
O 6.653 -0.370 -0.017
H 8.670 -0.116 -0.057
H 8.017 -0.908 -1.507
H 7.805 0.840 -1.274
H 5.920 -0.388 -0.641
C 3.453 6.938 1.199
O 2.477 6.916 2.232
H 4.184 6.167 1.428
H 3.002 6.721 0.227
H 3.961 7.905 1.153
H 1.821 7.592 2.042
C 9.039 -3.816 -0.947
O 8.035 -3.831 0.068
H 9.413 -4.829 -1.051
H 8.620 -3.491 -1.902
H 9.867 -3.163 -0.670
H 7.690 -2.939 0.178
C 6.152 -5.992 2.431
O 7.153 -6.190 1.442
H 5.810 -6.965 2.779
H 6.541 -5.431 3.283
H 5.299 -5.450 2.009
H 7.425 -5.300 1.161
C 6.254 -6.535 6.154
O 5.451 -5.490 5.619
H 7.145 -6.606 5.534
H 6.556 -6.320 7.182
H 5.731 -7.495 6.126
H 4.656 -5.420 6.155
C 12.366 -6.080 -1.464
O 12.097 -4.810 -0.879
H 12.445 -5.929 -2.537
H 13.307 -6.498 -1.097
H 11.558 -6.790 -1.266
H 12.025 -4.934 0.072
C -2.928 -1.135 3.456
O -1.960 -1.362 2.431
H -3.256 -2.110 3.807
H -2.487 -0.584 4.289
H -3.787 -0.583 3.073
H -1.667 -0.501 2.108
C -9.903 6.359 -1.553
O -8.956 6.096 -2.585
H -10.271 5.397 -1.202
H -9.440 6.886 -0.714
H -10.741 6.944 -1.937
H -8.631 6.942 -2.904
C -7.101 -2.315 2.594
O -6.449 -1.139 2.130
H -7.081 -3.036 1.780
H -6.586 -2.744 3.457
H -8.142 -2.114 2.861
H -6.464 -0.490 2.839
C -0.097 -3.964 0.630
O -1.068 -3.859 1.659
H 0.260 -4.993 0.609
H -0.532 -3.725 -0.347
H 0.741 -3.294 0.833
H -1.365 -2.933 1.675
C -13.343 6.944 -3.734
O -12.028 6.879 -4.274
H -13.538 7.984 -3.485
H -14.090 6.611 -4.459
H -13.432 6.341 -2.826
H -11.842 5.963 -4.496
C 2.541 -4.882 2.862
O 1.325 -4.993 3.593
H 3.365 -4.930 3.572
H 2.644 -5.703 2.147
H 2.589 -3.927 2.329
H 0.582 -4.933 2.981
C -1.658 -5.693 -3.189
O -1.220 -4.481 -3.793
H -2.423 -6.114 -3.837
H -0.840 -6.412 -3.097
H -2.094 -5.517 -2.202
H -0.540 -4.096 -3.233
C -3.102 -0.741 -5.911
O -4.001 -0.513 -4.831
H -2.854 -1.800 -5.905
H -3.560 -0.490 -6.871
H -2.182 -0.164 -5.788
H -4.230 0.420 -4.813
*
```

Summary:
Lowest unoccupied orbital energy (eV): 0.141
Total energy (a.u.): -2947.191321
Molar mass (g mol⁻¹): 818.4

***

Entry 3:
A structure of composition C26H90CdN4O22 in a non-equilibrium geometry, computed with wB97M-V/def2-TZVPD.

ORCA input file:
```
! RIJCOSX wB97M-V def2-TZVPD def2/J DEFGRID3
* xyz 0 1
Cd -0.927 -0.710 0.100
C 1.581 -1.649 -1.692
O 0.580 -1.846 -0.696
H 2.124 -0.751 -1.396
H 2.290 -2.434 -1.958
H 1.218 -1.480 -2.706
C -3.767 -2.784 -0.266
O -2.637 -1.842 -0.253
H -4.719 -2.370 -0.600
H -3.568 -3.703 -0.817
H -3.972 -3.277 0.684
C 5.348 -6.049 3.397
O 4.584 -7.297 3.747
C 3.935 -7.321 5.029
C 2.506 -6.474 4.877
N 2.698 -5.046 4.588
C 1.511 -4.311 4.229
C 1.850 -2.914 3.805
O 0.916 -1.976 4.221
C 0.850 -1.839 5.608
H 5.989 -5.735 4.221
H 4.725 -5.185 3.168
H 6.028 -6.247 2.568
H 4.655 -6.904 5.732
H 3.694 -8.331 5.360
H 1.755 -6.591 5.658
H 2.011 -6.893 4.001
H 3.417 -4.865 3.903
H 0.664 -4.432 4.906
H 1.183 -4.839 3.334
H 1.915 -2.748 2.730
H 2.815 -2.568 4.176
H 0.959 -0.805 5.938
H 1.548 -2.420 6.210
H -0.163 -1.950 5.996
C 3.612 2.377 -2.858
O 4.097 1.864 -1.643
C 3.912 2.684 -0.455
C 4.228 1.869 0.804
N 3.299 0.768 1.027
C 3.553 -0.052 2.240
C 5.016 -0.568 2.315
O 5.843 0.490 2.644
C 7.251 0.204 2.770
H 3.919 1.719 -3.671
H 3.615 3.455 -3.015
H 2.555 2.140 -2.741
H 2.909 3.093 -0.331
H 4.572 3.548 -0.533
H 4.303 2.567 1.639
H 5.259 1.545 0.661
H 3.541 0.269 0.183
H 2.842 -0.878 2.257
H 3.230 0.671 2.990
H 5.513 -0.974 1.434
H 5.068 -1.274 3.144
H 7.375 -0.349 3.701
H 7.739 1.149 3.007
H 7.774 -0.238 1.922
C -4.628 3.707 -8.616
O -3.587 2.879 -9.151
C -3.914 1.642 -9.703
C -4.565 0.694 -8.622
N -3.582 0.171 -7.658
C -3.473 1.190 -6.535
C -2.411 0.581 -5.584
O -1.041 0.776 -5.958
C 0.098 0.220 -5.176
H -5.501 3.629 -9.264
H -4.323 4.751 -8.546
H -5.009 3.388 -7.646
H -3.003 1.163 -10.063
H -4.690 1.777 -10.457
H -5.059 -0.106 -9.174
H -5.446 1.174 -8.198
H -2.712 0.100 -8.166
H -4.356 1.449 -5.952
H -3.153 2.177 -6.870
H -2.464 -0.458 -5.258
H -2.576 1.207 -4.707
H 0.970 0.502 -5.767
H 0.022 -0.851 -4.987
H 0.303 0.588 -4.171
C 2.515 5.600 2.283
O 1.602 4.994 3.133
C 1.474 3.602 2.848
C 0.419 3.037 3.866
N -0.942 3.076 3.462
C -1.644 4.348 3.806
C -3.219 4.293 3.333
O -3.227 4.249 1.940
C -4.522 4.413 1.398
H 2.017 6.099 1.451
H 3.362 5.043 1.882
H 2.764 6.419 2.956
H 2.410 3.094 3.076
H 1.201 3.344 1.825
H 0.529 3.301 4.918
H 0.576 1.959 3.851
H -1.366 2.227 3.807
H -1.143 5.175 3.302
H -1.472 4.485 4.873
H -3.653 5.143 3.859
H -3.704 3.427 3.782
H -5.242 3.870 2.010
H -4.687 3.952 0.424
H -4.746 5.477 1.476
O -2.219 3.506 -2.065
H -3.027 3.147 -1.698
H -2.478 3.861 -2.915
O -5.033 2.076 -2.594
H -4.709 1.178 -2.518
H -5.146 2.212 -3.535
O -1.052 0.763 -1.663
H -1.064 0.369 -2.535
H -1.249 1.687 -1.815
O 0.442 0.970 0.820
H 1.300 1.187 0.456
H 0.243 1.693 1.414
O -1.924 -2.213 -3.738
H -2.391 -2.788 -4.345
H -1.446 -2.810 -3.163
O -2.214 -3.723 3.386
H -2.100 -3.358 4.263
H -3.139 -3.579 3.184
O -2.365 0.888 1.150
H -3.253 0.702 1.456
H -2.159 1.747 1.517
O -0.680 -1.414 2.062
H -0.130 -1.320 2.840
H -0.973 -2.325 2.085
O 2.135 -4.216 0.733
H 1.265 -4.569 0.916
H 2.027 -3.267 0.789
O -4.027 0.289 3.321
H -4.493 0.904 3.886
H -4.698 -0.332 3.036
O -1.116 -4.122 -1.856
H -1.898 -3.708 -1.491
H -0.385 -3.652 -1.453
O -4.185 -0.445 -2.939
H -4.044 -0.850 -2.083
H -3.639 -0.954 -3.538
*
```

Summary:
Lowest unoccupied orbital energy (eV): -0.072
Total energy (a.u.): -3086.255073
Molar mass (g mol⁻¹): 923.4

***

Entry 4:
A structure of composition C27H17BrF2N4O2Se2W in a non-equilibrium geometry, computed with wB97M-V/def2-TZVPD.

ORCA input file:
```
! RIJCOSX wB97M-V def2-TZVPD def2/J DEFGRID3
* xyz 2 1
W -0.068 0.215 -0.197
F -3.840 4.284 0.444
C -3.043 3.415 1.051
C -2.376 2.483 0.262
C -1.538 1.526 0.830
C -1.430 1.510 2.253
C -2.086 2.497 3.010
F -1.925 2.544 4.332
C -2.875 3.466 2.425
C -0.762 0.338 2.796
C -0.742 -0.024 4.145
C -0.277 -1.268 4.526
C 0.106 -2.165 3.527
C 0.098 -1.753 2.218
N -0.259 -0.504 1.817
H -2.589 2.513 -0.801
H -3.360 4.220 3.025
H -1.125 0.651 4.889
H -0.237 -1.553 5.565
H 0.401 -3.171 3.774
H 0.383 -2.439 1.429
Br 2.168 -3.826 0.252
C 0.727 -3.740 -0.991
C 0.586 -4.823 -1.845
C -0.447 -4.816 -2.765
C -1.289 -3.716 -2.796
C -1.047 -2.668 -1.918
N -0.045 -2.653 -1.008
C -1.836 -1.400 -2.043
O -2.630 -1.177 -2.917
O -1.473 -0.516 -1.122
H 1.285 -5.642 -1.788
H -0.578 -5.637 -3.450
H -2.105 -3.640 -3.496
Se 1.304 2.613 0.329
Se 1.438 -0.399 -2.425
C 2.642 -0.732 -0.989
C 3.931 -1.223 -1.108
C 4.709 -1.326 0.033
C 4.174 -0.901 1.248
C 2.880 -0.425 1.293
N 2.087 -0.364 0.199
C 0.298 3.063 -1.226
C 0.207 4.317 -1.813
C -0.571 4.447 -2.957
C -1.236 3.329 -3.453
C -1.103 2.112 -2.805
N -0.341 1.974 -1.708
H 4.299 -1.501 -2.081
H 5.713 -1.716 -0.023
H 4.761 -0.929 2.150
H 2.454 -0.047 2.216
H 0.734 5.150 -1.371
H -0.667 5.400 -3.457
H -1.857 3.398 -4.332
H -1.628 1.228 -3.155
*
```

Summary:
Lowest unoccupied orbital energy (spin up / spin down) (eV): -8.626 / -8.626
Total energy (a.u.): -9051.794487
ΔE to the lowest compared entry with this formula, charge and spin (kJ/mol): 150.20
Molar mass (g mol⁻¹): 889.1